DFT (the ωB97M-V functional and the def2-TZVPD basis) results for one molecule with the formula C17H15N5O at a distorted geometry.

Values from the calculation:
SMILES string: N#Cc1ccc(-n2cc(C3CNNC3)c3cc[nH]c3c2=O)cc1
HOMO-LUMO gap: 8.37 eV
M: 305.34 g mol⁻¹
2S+1: 1
lowest unoccupied orbital energy: 0.14 eV
relative energy (zero: lowest compared OMol25 entry of this formula, charge and spin): 349.3 kJ/mol
energy: -27366.8721 eV
charge: 0

```
38
Properties=species:S:1:pos:R:3:forces:R:3
N 3.480 1.339 -6.585 -3.0 -1.5 4.1
O 0.831 -2.765 -1.564 1.3 -2.1 -1.8
C 2.848 1.026 -5.616 3.1 1.9 -4.3
C 0.507 -2.019 -0.700 -3.1 -0.1 1.7
C -1.575 -2.329 2.302 -1.3 -0.1 0.1
C -0.953 -1.533 1.301 0.5 2.1 0.6
C -1.638 -3.645 1.803 -0.9 1.1 1.9
C -0.552 -2.384 0.306 2.0 0.8 -0.2
C 0.288 0.269 0.124 -2.0 -2.5 2.5
C -0.619 -0.051 1.190 1.4 -0.2 -2.9
C 3.158 0.531 -3.250 -1.2 0.3 1.9
C 0.918 0.489 -4.153 -1.0 -1.4 1.9
C 2.643 0.158 -1.971 1.8 -0.6 -3.1
C 0.453 -0.048 -2.898 -0.6 1.3 -3.6
C 2.283 0.719 -4.342 -0.3 -0.6 0.8
C 1.329 -0.266 -1.914 2.8 1.9 -0.5
N -0.996 -3.638 0.623 0.6 -0.4 -0.8
N 0.910 -0.703 -0.718 -2.9 -0.9 4.8
N -1.307 2.176 3.980 1.4 0.0 0.7
N -0.813 3.149 3.033 -2.2 1.2 -0.4
C -1.828 1.030 3.310 -2.5 -1.1 -0.9
C -0.525 2.391 1.829 3.3 -3.0 4.0
C -1.394 1.126 1.833 0.1 0.0 -1.2
H -2.039 -1.889 3.198 0.2 -0.8 -0.5
H -2.188 -4.544 2.203 1.0 1.2 -0.5
H 0.579 1.227 -0.213 0.0 1.1 0.2
H 4.208 0.761 -3.269 0.2 0.0 -0.6
H 0.113 0.541 -4.874 0.6 0.4 -0.6
H 3.384 -0.094 -1.204 -0.6 0.4 0.0
H -0.608 -0.276 -2.763 0.4 0.0 -0.1
H -0.560 -4.465 0.292 0.1 -0.6 -0.8
H -1.915 2.599 4.675 0.3 0.0 -0.4
H -1.650 3.689 2.779 0.2 0.4 0.1
H -2.965 1.063 3.248 1.0 -0.3 0.4
H -1.540 0.068 3.784 0.0 0.7 -0.2
H 0.545 2.011 2.120 -1.5 0.6 -1.4
H -0.541 2.910 0.947 0.0 1.6 -1.9
H -2.272 1.377 1.152 0.7 -0.7 1.0
```
Positions in Å, forces in eV/Å.

***

DFT (the ωB97M-V functional and the def2-TZVPD basis) results for one molecule with the formula C4H6O2.

Values from the calculation:
SMILES string: O=C[C@@H]1C[C@@H]1O
HOMO-LUMO gap: 10.61 eV
M: 86.09 g mol⁻¹
2S+1: 1
lowest unoccupied orbital energy: 0.81 eV
relative energy (zero: lowest compared OMol25 entry of this formula, charge and spin): 174.6 kJ/mol
energy: -8338.6518 eV
charge: 0

```
12
Properties=species:S:1:pos:R:3:forces:R:3
O -1.703 0.449 0.553 0.0 0.1 0.0
C -0.946 -0.386 -0.266 0.0 -0.2 -0.2
C 0.077 0.140 -1.202 0.0 0.1 -0.1
C 0.527 -0.630 0.026 0.1 -0.1 0.2
C 1.077 0.142 1.169 0.1 -0.1 0.1
O 1.569 -0.355 2.151 -0.1 0.2 -0.4
H -1.408 1.357 0.431 -0.1 0.0 0.0
H -1.521 -1.258 -0.562 0.1 0.1 0.0
H 0.197 -0.314 -2.181 0.0 0.0 0.2
H 0.261 1.215 -1.185 0.0 -0.2 0.0
H 0.912 -1.641 -0.076 -0.1 0.2 0.0
H 0.998 1.251 1.069 0.0 -0.1 0.1
```
Positions in Å, forces in eV/Å.

***

DFT (the ωB97M-V functional and the def2-TZVPD basis) results for one molecule with the formula C6H15NO at a distorted geometry.

Values from the calculation:
SMILES string: CCN[C@@H](CC)CO
HOMO-LUMO gap: 9.53 eV
M: 117.19 g mol⁻¹
2S+1: 1
lowest unoccupied orbital energy: 0.99 eV
relative energy (zero: lowest compared OMol25 entry of this formula, charge and spin): 197.8 kJ/mol
energy: -10001.7073 eV
charge: 0

```
23
Properties=species:S:1:pos:R:3:forces:R:3
C 2.451 1.287 -1.751 1.0 1.3 0.2
C 1.786 0.480 -0.635 -0.1 1.1 -0.8
N 0.351 0.640 -0.634 0.0 -1.0 0.0
C -1.618 -0.161 2.476 -0.7 0.5 -0.7
C -1.432 0.396 1.045 0.5 0.4 0.8
C -0.403 -0.335 0.149 -1.9 0.1 -1.0
C -1.181 -1.299 -0.826 0.6 -0.5 0.9
O -0.791 -2.672 -0.688 -0.1 0.0 0.0
H 3.212 0.752 -2.322 -0.2 -0.3 0.1
H 3.002 2.122 -1.295 0.0 -0.1 -0.1
H 1.810 1.794 -2.466 -0.5 -0.4 0.0
H 2.010 -0.543 -0.857 0.0 -0.8 0.4
H 2.244 0.809 0.307 0.1 -0.5 0.1
H 0.002 1.571 -0.513 0.3 0.3 0.2
H -0.739 -0.711 2.788 -0.1 -0.2 0.3
H -2.541 -0.724 2.570 0.2 -0.8 -0.1
H -1.826 0.670 3.140 0.4 0.2 0.3
H -1.041 1.405 1.180 0.0 0.2 0.0
H -2.411 0.529 0.577 0.2 -0.2 -0.2
H 0.215 -0.999 0.753 0.4 0.3 0.2
H -2.232 -1.316 -0.550 -0.1 0.1 -0.3
H -1.032 -0.967 -1.850 -0.1 0.2 -0.1
H 0.163 -2.730 -0.596 0.1 0.1 -0.1
```
Positions in Å, forces in eV/Å.

***

DFT (the ωB97M-V functional and the def2-TZVPD basis) results for a 2-piece molecular cluster, C4H8N2O overall at a distorted geometry.

Values from the calculation:
SMILES string: N#C/C=C/CO.N
HOMO-LUMO gap: 10.23 eV
M: 100.12 g mol⁻¹
2S+1: 1
lowest unoccupied orbital energy: 0.37 eV
relative energy (zero: lowest compared OMol25 entry of this formula, charge and spin): 205.6 kJ/mol
energy: -9304.2626 eV
charge: 0

```
15
Properties=species:S:1:pos:R:3:forces:R:3
N -1.676 -1.437 0.792 0.0 -0.3 -0.1
C -0.462 1.102 -0.007 0.2 -0.1 -0.1
C 0.594 0.883 -0.793 -0.2 0.1 0.1
C 1.804 0.118 -0.349 0.1 0.2 -0.3
O 1.470 -0.734 0.732 0.2 -0.1 0.1
C -1.630 1.792 -0.480 -0.8 0.5 -0.3
N -2.586 2.334 -0.845 0.9 -0.5 0.3
H -0.693 -1.620 0.990 -0.2 0.0 0.0
H -2.220 -2.212 1.161 0.1 0.1 0.0
H -0.513 0.706 1.004 0.0 0.1 -0.2
H 0.608 1.265 -1.813 0.0 0.0 0.2
H -1.774 -1.477 -0.221 0.0 0.1 0.2
H 2.585 0.837 -0.054 -0.1 -0.1 0.0
H 2.204 -0.453 -1.201 -0.1 0.0 0.1
H 2.289 -1.103 1.084 -0.2 0.0 0.0
```
Positions in Å, forces in eV/Å.

***

DFT (the ωB97M-V functional and the def2-TZVPD basis) results for C26H55NO3P2Pt as an isolated structure at a distorted geometry.

Values from the calculation:
HOMO-LUMO gap (spin up / spin down): 6.00 / 5.78 eV
M: 686.76 g mol⁻¹
2S+1: 5
lowest unoccupied orbital energy (spin up / spin down): -13.66 / -15.76 eV
relative energy (zero: lowest compared OMol25 entry of this formula, charge and spin): 12.1 kJ/mol
energy: -57263.2687 eV
charge: +4

```
88
Properties=species:S:1:pos:R:3:forces:R:3
Pt -0.874 -0.832 -1.885 -0.2 -0.4 -0.8
C -2.441 0.225 -1.300 -6.7 4.1 1.8
O -3.486 0.749 -1.149 5.5 -2.9 -1.0
C 0.788 -0.695 -0.845 6.1 0.3 3.6
O 1.854 -0.750 -0.367 -4.6 0.1 -2.3
P -0.103 1.469 -2.545 1.1 3.8 -2.6
C 0.577 2.978 -1.636 0.3 0.3 1.3
H 0.878 3.664 -2.448 -0.3 -0.8 -0.4
C 1.274 1.047 -3.672 0.3 -0.9 0.4
H 1.925 0.448 -3.014 0.1 -0.1 -0.3
C -1.458 2.265 -3.533 -0.7 -0.5 0.7
H -2.132 2.659 -2.748 0.2 -0.2 -0.2
C -3.292 -2.683 -0.318 0.1 0.8 -0.5
P -1.584 -2.157 0.098 -1.8 -2.5 2.8
H -1.866 -2.790 2.423 0.0 0.0 -0.8
H -3.896 -1.786 -0.106 0.0 -0.2 -0.1
C -0.614 -3.694 0.045 0.8 0.3 -0.1
H -1.385 -4.427 0.284 -0.1 -0.1 0.0
C 0.782 0.166 -4.810 0.5 -0.1 -0.5
H 0.237 0.749 -5.571 0.2 -0.4 0.3
H 0.156 -0.664 -4.458 -0.1 -0.1 -0.1
H 1.673 -0.268 -5.292 -0.5 0.0 0.1
C 2.111 2.216 -4.188 0.2 0.7 -0.2
H 2.796 1.824 -4.956 -0.2 0.0 0.2
H 2.731 2.680 -3.415 -0.2 -0.1 -0.2
H 1.510 2.999 -4.666 0.2 -0.3 0.1
C -1.030 3.466 -4.391 0.3 0.2 -0.4
H -0.512 4.261 -3.835 -0.2 -0.3 -0.2
H -1.949 3.911 -4.810 0.2 -0.2 0.2
H -0.411 3.156 -5.252 -0.3 0.1 0.4
C -2.217 1.223 -4.364 -0.4 0.5 -0.4
H -3.248 1.604 -4.473 0.3 -0.5 -0.2
H -2.260 0.236 -3.858 -0.1 0.1 -0.4
H -1.762 1.108 -5.367 -0.5 -0.1 0.7
C -0.427 3.774 -0.799 -0.5 0.0 -0.1
H -1.204 4.262 -1.401 0.3 -0.1 0.1
H 0.076 4.556 -0.214 0.0 -0.2 -0.3
H -0.934 3.134 -0.083 -0.1 0.2 0.0
C 1.848 2.699 -0.829 -0.1 -0.4 0.3
H 1.580 2.243 0.131 0.2 0.1 -0.3
H 2.382 3.636 -0.621 -0.2 -0.2 -0.2
H 2.541 2.036 -1.355 0.0 0.1 0.1
C -3.798 -3.834 0.558 -0.3 -0.5 -0.2
H -3.649 -3.706 1.631 0.0 0.0 -0.2
H -3.355 -4.794 0.245 -0.2 0.3 0.1
H -4.888 -3.915 0.378 0.5 0.0 0.1
C -3.359 -3.006 -1.805 -0.8 -0.5 0.1
H -2.868 -3.965 -2.028 -0.3 0.4 -0.1
C -0.605 -1.107 2.626 0.4 0.4 0.1
H -2.907 -2.209 -2.427 -0.1 -0.1 -0.2
H -4.427 -3.082 -2.059 0.4 0.0 -0.3
C -3.094 -1.016 2.328 -0.1 0.1 0.0
H -0.510 -0.053 2.330 -0.2 -0.5 0.2
H -0.703 -1.110 3.732 -0.1 -0.2 -0.6
H 0.344 -1.590 2.369 -0.2 0.0 0.2
C -1.814 -1.784 1.966 0.6 1.0 0.6
H -3.072 -0.734 3.406 0.1 -0.2 -0.7
H -4.007 -1.602 2.175 0.2 0.2 0.0
H -3.157 -0.091 1.743 -0.1 0.0 0.2
C 0.505 -3.801 1.079 0.3 -0.3 0.0
H 1.277 -3.031 0.926 -0.2 -0.3 0.1
H 0.987 -4.779 0.928 -0.1 0.3 0.1
H 0.155 -3.769 2.115 0.1 0.0 -0.3
C -0.079 -3.923 -1.361 0.0 -0.3 0.0
H -0.844 -3.813 -2.133 0.1 -0.2 0.0
H 0.310 -4.947 -1.386 0.1 0.2 -0.4
H 0.742 -3.225 -1.576 0.1 -0.3 0.0
H -0.823 1.327 1.450 -0.1 1.4 -1.2
H -0.667 1.955 0.996 -0.7 -1.5 0.9
O 1.268 1.374 2.028 2.6 0.3 1.6
C 1.980 1.438 3.062 -3.2 -0.9 -0.9
C 1.372 1.180 4.405 0.7 1.1 0.2
C 1.866 -0.106 4.994 -0.1 -1.4 0.6
C 3.229 -0.082 5.657 -0.1 0.6 -0.5
C 4.368 0.259 4.691 -0.5 -0.7 1.3
C 4.249 1.661 4.067 1.2 0.3 -1.8
N 3.322 1.651 2.938 0.3 0.4 1.8
H 1.661 2.005 5.049 0.0 0.3 0.3
H 0.296 1.205 4.346 -0.3 0.0 -0.4
H 1.149 -0.488 5.723 -0.1 0.4 0.2
H 1.817 -0.869 4.236 0.3 -0.5 -0.6
H 3.168 0.670 6.452 0.3 -0.2 0.1
H 3.431 -1.058 6.094 0.0 0.0 0.1
H 5.294 0.229 5.281 0.0 0.3 -0.5
H 4.441 -0.491 3.904 0.1 0.0 -0.1
H 3.943 2.430 4.785 -0.2 -0.1 0.2
H 5.236 1.927 3.640 -0.6 0.1 0.3
H 3.588 1.973 2.034 0.7 0.1 -1.1
```
Positions in Å, forces in eV/Å.